{"formula": "C34H38CoN7O4SSbSe4", "method": "ωB97M-V/def2-TZVPD", "spin_multiplicity": 2, "s2": 1.12, "energy_ev": -370883.95480, "charge": -2, "e_lumo_ev": [3.1, 3.1], "homo_lumo_gap_ev": [3.717, 3.731], "fmax_ev_per_a": 2.3, "species": ["Co", "C", "O", "C", "C", "C", "C", "C", "C", "N", "N", "C", "C", "O", "C", "C", "C", "C", "C", "C", "C", "C", "H", "H", "H", "H", "H", "H", "H", "H", "H", "H", "H", "H", "H", "C", "C", "C", "C", "C", "N", "C", "O", "N", "C", "C", "C", "C", "N", "C", "C", "C", "H", "H", "H", "H", "H", "H", "H", "H", "H", "H", "H", "H", "H", "Se", "Sb", "Se", "Se", "Se", "C", "N", "C", "N", "O", "H", "H", "H", "H", "H", "H", "C", "S", "C", "H", "H", "H", "H", "H", "H"], "coordinates": [[-0.092, -0.303, -0.284], [-1.325, -0.114, 2.941], [-0.509, 0.369, 1.881], [0.071, 1.603, 2.056], [-0.115, 2.356, 3.218], [0.472, 3.611, 3.342], [1.258, 4.104, 2.317], [1.458, 3.332, 1.173], [0.875, 2.097, 1.032], [1.045, 1.253, -0.142], [1.853, 1.683, -0.978], [2.165, 0.938, -2.063], [1.914, -0.479, -2.210], [1.420, -1.221, -1.328], [2.306, -1.080, -3.492], [2.855, -0.361, -4.463], [3.200, 1.045, -4.309], [3.841, 1.737, -5.345], [4.193, 3.058, -5.200], [3.884, 3.708, -3.996], [3.237, 3.042, -2.979], [2.882, 1.682, -3.113], [-2.139, 0.582, 3.138], [-0.732, -0.277, 3.842], [-1.740, -1.056, 2.593], [-0.723, 1.978, 4.022], [0.306, 4.195, 4.240], [1.712, 5.084, 2.390], [2.066, 3.694, 0.353], [2.063, -2.125, -3.626], [3.060, -0.825, -5.423], [4.039, 1.215, -6.275], [4.684, 3.591, -6.005], [4.135, 4.755, -3.871], [2.980, 3.557, -2.065], [7.421, -5.489, -1.269], [5.923, -5.415, -1.102], [5.308, -4.302, -0.541], [3.933, -4.241, -0.366], [3.133, -5.311, -0.748], [1.737, -5.167, -0.522], [0.762, -6.039, -0.892], [0.972, -7.152, -1.343], [-0.561, -5.629, -0.715], [-1.150, -4.392, -0.360], [-2.406, -4.403, 0.219], [-3.057, -3.223, 0.478], [-2.389, -2.017, 0.238], [-1.155, -2.018, -0.214], [-0.559, -3.145, -0.583], [3.719, -6.430, -1.340], [5.101, -6.460, -1.505], [7.884, -4.514, -1.108], [7.695, -5.826, -2.271], [7.870, -6.188, -0.559], [5.910, -3.448, -0.246], [3.475, -3.339, 0.032], [1.462, -4.282, -0.132], [-1.185, -6.358, -1.017], [-2.891, -5.356, 0.415], [-4.072, -3.208, 0.853], [-2.842, -1.037, 0.358], [0.381, -3.003, -1.107], [3.101, -7.251, -1.665], [5.546, -7.333, -1.975], [-0.808, 0.436, -5.631], [-2.628, 1.073, -4.118], [-1.541, 0.486, -1.851], [-3.093, 3.471, -3.923], [-4.577, -0.414, -4.012], [1.377, -2.874, 5.366], [1.672, -1.934, 4.304], [1.246, -2.086, 3.005], [0.251, -3.028, 2.820], [1.719, -1.441, 2.087], [1.998, -2.633, 6.226], [1.582, -3.906, 5.077], [0.337, -2.807, 5.694], [2.492, -1.356, 4.370], [-0.307, -3.312, 3.606], [-0.255, -2.920, 1.951], [-4.303, 2.905, 1.999], [-3.328, 1.967, 0.792], [-2.655, 3.408, -0.057], [-5.002, 3.577, 1.492], [-3.677, 3.498, 2.674], [-4.884, 2.196, 2.595], [-2.116, 4.046, 0.653], [-3.445, 3.958, -0.567], [-1.977, 3.033, -0.826]], "atomic_forces_ev_per_a": [[0.83, -0.57, 0.01], [0.03, 0.08, -0.36], [0.13, 0.20, 0.12], [-0.38, 0.04, 0.76], [0.08, -0.12, -0.31], [0.02, -0.06, -0.02], [0.07, -0.14, -0.26], [0.28, 0.66, 0.03], [-0.15, -1.01, -1.05], [-1.28, -0.03, 1.96], [1.15, 0.14, -1.03], [0.21, 0.21, -0.56], [0.54, 0.85, -1.13], [-0.35, -0.43, 0.83], [-0.32, -0.02, 1.18], [0.53, 0.83, -0.64], [-0.07, -0.86, -0.37], [0.05, 0.05, -0.10], [-0.06, -0.04, 0.13], [-0.04, -0.07, 0.03], [-0.04, -0.14, -0.03], [-0.34, -0.07, 0.66], [-0.08, 0.05, -0.02], [0.09, -0.01, 0.08], [0.00, 0.02, 0.02], [-0.08, -0.02, 0.05], [-0.01, -0.04, -0.03], [0.00, -0.02, 0.00], [-0.03, -0.01, 0.06], [-0.08, -0.04, 0.02], [0.00, 0.05, 0.02], [0.00, 0.00, 0.05], [-0.02, 0.01, 0.00], [0.01, 0.01, 0.01], [-0.02, 0.03, -0.02], [-0.04, 0.03, -0.03], [-0.02, 0.01, 0.01], [-0.06, 0.12, 0.06], [0.20, 0.08, -0.04], [-0.46, -0.01, 0.04], [0.43, 0.01, -0.06], [-0.44, 0.12, -0.08], [-0.07, -0.14, -0.01], [0.34, 0.23, 0.01], [0.71, 0.11, -0.27], [-0.38, -0.54, 0.06], [-0.08, 0.81, 0.03], [-0.93, -0.38, 0.29], [0.77, 0.56, -0.14], [0.12, -0.83, -0.11], [0.23, 0.06, 0.07], [-0.15, -0.09, -0.04], [-0.04, -0.02, 0.00], [-0.04, 0.01, 0.02], [-0.03, 0.00, 0.01], [-0.03, -0.03, -0.01], [0.02, -0.04, 0.03], [-0.01, 0.07, 0.03], [-0.08, -0.01, 0.03], [0.02, 0.07, -0.01], [0.06, -0.02, -0.01], [-0.05, -0.05, 0.05], [0.00, -0.01, 0.10], [0.05, 0.03, 0.02], [-0.03, 0.03, 0.03], [-0.18, 0.06, -0.09], [0.19, -0.07, -0.22], [-0.77, 0.46, 0.34], [-0.03, -0.16, -0.06], [0.07, 0.13, -0.11], [0.12, 0.14, -0.03], [-0.06, -0.12, 0.03], [-0.13, 0.00, -0.23], [0.11, 0.05, -0.05], [0.01, -0.21, 0.14], [0.01, 0.00, 0.01], [0.03, -0.06, -0.03], [-0.05, 0.04, -0.02], [0.01, -0.02, 0.05], [-0.04, 0.03, 0.00], [0.09, -0.05, 0.03], [-0.12, -0.06, 0.09], [-0.16, 0.30, 0.16], [0.23, -0.05, -0.10], [0.06, -0.08, 0.02], [0.03, -0.05, -0.07], [0.02, 0.03, -0.01], [-0.06, -0.07, -0.06], [-0.03, -0.02, 0.05], [-0.04, 0.02, 0.04]]}